--- P ---
An isolated molecule of C3H4N2OS. Source: the OMol25 dataset; level of theory: wB97M-V/def2-TZVPD.

Values from the calculation:
- SMILES string: Nc1cnoc1S
- HOMO energy: -8.99 eV
- M: 116.145 g/mol

Element x y z (Å)
N 0.074 0.106 1.685
C -0.024 0.277 0.307
C -0.080 1.523 -0.395
N -0.108 1.310 -1.695
O -0.131 0.012 -1.915
C -0.095 -0.616 -0.701
S -0.127 -2.392 -0.642
H -0.500 0.741 2.220
H -0.096 -0.845 1.992
H -0.093 2.533 0.004
H 1.180 -2.650 -0.860

--- Q ---
C3H4N2OS as an isolated structure. Source: the OMol25 dataset; level of theory: wB97M-V/def2-TZVPD.

Values from the calculation:
- HOMO energy: -9.26 eV
- M: 116.145 g/mol

Element x y z (Å)
C -0.248 0.145 -0.279
C 0.697 -0.579 0.351
C -1.415 0.863 0.115
N 1.695 -0.970 -0.530
N 1.494 -0.745 -1.732
O 0.974 -0.879 1.621
S 0.089 0.052 -1.948
H -2.304 0.322 0.009
H -1.367 1.099 1.214
H -1.545 1.797 -0.388
H 1.931 -1.105 1.569

--- R ---
C3H4N2OS as an isolated structure. Source: the OMol25 dataset; level of theory: wB97M-V/def2-TZVPD.

Values from the calculation:
- HOMO energy: -9.10 eV
- M: 116.145 g/mol

Element x y z (Å)
C -2.115 0.247 0.048
C 0.099 -0.146 0.259
C 2.310 -0.059 -0.094
H -1.453 1.271 0.150
H -1.203 -1.637 -0.598
H 0.257 1.006 0.800
H 3.525 -0.579 0.267
N -1.186 -0.675 0.022
N 1.128 -0.903 -0.324
O 2.437 1.180 -0.316
S -3.798 0.296 -0.214

--- S ---
An isolated molecule of C3H4N2OS. Source: the OMol25 dataset; level of theory: wB97M-V/def2-TZVPD.

Values from the calculation:
- SMILES string: Oc1n[nH]cc1S
- HOMO energy: -8.17 eV
- M: 116.145 g/mol

Element x y z (Å)
O -0.051 2.294 0.000
C 0.263 0.985 0.001
N 1.496 0.546 -0.005
N 1.361 -0.793 0.002
C 0.071 -1.194 -0.002
C -0.704 -0.058 -0.007
S -2.443 0.178 0.000
H 0.779 2.807 -0.001
H 2.198 -1.399 0.020
H -0.203 -2.245 -0.016
H -2.767 -1.121 0.007

Q: Which of them is the least stable? A: R.

--- P ---
A 2-piece molecular cluster, C3H4N2OS overall. Source: the OMol25 dataset; level of theory: wB97M-V/def2-TZVPD.

Values from the calculation:
- SMILES string: N#[N+][S-].CC=C=O
- HOMO energy: -8.57 eV
- M: 116.145 g/mol

Element x y z (Å)
N -3.644 3.087 -1.803
N -3.133 2.664 -0.858
S -2.634 2.238 0.498
C -0.177 -0.179 0.084
C 0.302 1.074 0.841
C 0.262 2.289 0.298
O 0.312 3.211 -0.384
H 0.783 -0.671 -0.351
H -0.745 0.089 -0.738
H -0.607 -0.819 0.824
H 0.933 0.912 1.692

--- Q ---
An isolated molecule of C3H4N2OS. Source: the OMol25 dataset; level of theory: wB97M-V/def2-TZVPD.

Values from the calculation:
- SMILES string: Cn1ncsc1=O
- HOMO energy: -8.64 eV
- M: 116.145 g/mol

Element x y z (Å)
C 0.840 -0.651 0.001
N -0.530 -0.129 -0.032
N -0.812 1.229 -0.167
C -2.289 1.452 -0.219
S -3.166 0.038 0.065
C -1.636 -0.971 0.059
O -1.629 -2.181 0.074
H 0.679 -1.764 0.171
H 1.533 -0.349 -0.913
H 1.351 -0.218 0.785
H -2.489 2.316 -0.654

--- R ---
An isolated molecule of C3H4N2OS. Source: the OMol25 dataset; level of theory: wB97M-V/def2-TZVPD.

Values from the calculation:
- SMILES string: C/S(=C/C#N)#[N+][O-]
- HOMO energy (spin up / spin down): -7.64 / -7.64 eV
- M: 116.145 g/mol

Element x y z (Å)
C 1.561 0.700 -0.620
S -0.050 -0.209 -0.814
C -1.130 0.459 0.389
C -2.462 0.197 0.384
N -3.601 0.258 0.430
N 0.248 -2.275 -0.319
O 0.752 -2.447 0.708
H 1.697 1.356 -1.486
H 2.312 0.003 -0.422
H 1.438 1.251 0.430
H -0.765 0.708 1.321

Q: Which of them is the least stable? A: R.

--- P ---
An isolated molecule of C4H6ClF. Source: the OMol25 dataset; level of theory: wB97M-V/def2-TZVPD.

Values from the calculation:
- SMILES string: CC/C=C(/F)Cl
- HOMO energy: -9.67 eV
- M: 108.543 g/mol

Element x y z (Å)
C -1.195 -0.450 0.672
C -0.585 -0.179 -0.662
C 0.567 0.712 -0.505
C 1.692 0.354 -0.072
F 2.564 1.297 0.333
Cl 2.425 -1.214 -0.036
H -1.782 0.455 0.911
H -1.910 -1.264 0.558
H -0.713 -0.724 1.594
H -1.238 0.340 -1.273
H -0.240 -1.091 -1.203
H 0.414 1.764 -0.317

--- Q ---
An isolated molecule of C4H6ClF. Source: the OMol25 dataset; level of theory: wB97M-V/def2-TZVPD.

Values from the calculation:
- SMILES string: C/C=C(/F)CCl
- HOMO energy: -9.57 eV
- M: 108.543 g/mol

Element x y z (Å)
C 1.152 -1.031 -0.259
C 0.991 0.441 -0.477
C -0.210 1.015 -0.142
F -0.359 2.385 -0.291
C -1.308 0.328 0.523
Cl -2.834 -0.031 -0.460
H 1.810 -1.507 -1.010
H 1.353 -1.297 0.783
H 0.124 -1.525 -0.352
H 1.845 1.060 -0.691
H -1.613 0.817 1.473
H -0.952 -0.655 0.903

--- R ---
An isolated molecule of C4H6ClF. Source: the OMol25 dataset; level of theory: wB97M-V/def2-TZVPD.

Values from the calculation:
- SMILES string: F[C@@H]1CC[C@H]1Cl
- HOMO energy: -10.64 eV
- M: 108.543 g/mol

Element x y z (Å)
F -0.157 2.146 -0.430
C 0.380 0.911 -0.217
C -0.085 -0.184 -1.096
C -0.099 -1.079 0.152
C -0.227 0.184 0.983
Cl 0.738 0.260 2.475
H 1.470 1.035 -0.256
H 0.501 -0.528 -1.922
H -1.086 0.055 -1.398
H -0.940 -1.701 0.279
H 0.873 -1.514 0.373
H -1.369 0.415 1.057

Q: Which of them is the least stable? A: P.

--- P ---
An isolated ion of composition C6H8N and charge +1. Source: the OMol25 dataset; level of theory: wB97M-V/def2-TZVPD.

Values from the calculation:
- SMILES string: CC1=C=C=CC[NH2+]1
- Net charge: +1
- HOMO energy: -13.64 eV
- M: 94.137 g/mol

Element x y z (Å)
C -1.934 -1.248 0.143
C -0.469 -1.095 0.083
C 0.613 -1.702 0.503
C 1.882 -1.404 0.614
C 2.499 -0.376 0.204
C 1.615 0.643 -0.654
N 0.123 0.339 -0.606
H -1.879 -2.336 0.271
H -2.506 -0.744 -0.605
H -2.340 -0.903 1.131
H 3.519 -0.088 0.170
H 2.022 1.536 -0.300
H 1.896 0.392 -1.629
H -0.189 0.421 -1.647
H -0.505 1.057 -0.124

--- Q ---
An isolated ion of composition C6H8N and charge +1. Source: the OMol25 dataset; level of theory: wB97M-V/def2-TZVPD.

Values from the calculation:
- SMILES string: C1C2=C1[C@@]1(C[NH2+]1)C2
- Net charge: +1
- HOMO energy: -13.43 eV
- M: 94.137 g/mol

Element x y z (Å)
C 2.129 -0.110 -1.076
C 1.809 -0.743 0.386
C 0.938 -0.820 -0.736
C -0.165 -0.239 0.088
C -1.501 -0.835 -0.050
N -1.299 0.619 -0.359
C 0.690 -0.122 1.269
H 2.214 1.022 -1.155
H 2.868 -0.726 -1.453
H -1.871 -1.546 -0.876
H -2.165 -0.812 0.785
H -1.430 0.876 -1.309
H -1.560 1.409 0.203
H 0.499 -0.805 2.046
H 0.901 0.986 1.434

Q: Which of them is the least stable? A: Q.

--- P ---
An isolated ion of composition C6H8N and charge +1. Source: the OMol25 dataset; level of theory: wB97M-V/def2-TZVPD.

Values from the calculation:
- SMILES string: C=CC1=[N+]2C[C@@H]2C1
- Net charge: +1
- HOMO energy (spin up / spin down): -14.92 / -14.92 eV
- M: 94.137 g/mol

Element x y z (Å)
C -0.966 2.372 -0.303
C -0.976 1.245 -1.042
C 0.088 0.033 -0.689
N 0.889 -1.234 -1.244
C 0.188 -2.227 -0.510
C 1.298 -1.428 0.175
C 0.654 -0.162 0.617
H -0.248 2.702 0.534
H -1.734 3.187 -0.263
H -1.604 1.021 -1.840
H 0.353 -3.247 -0.798
H -0.802 -2.083 -0.272
H 2.094 -2.033 0.666
H 1.314 0.746 0.359
H 0.214 -0.090 1.608

--- Q ---
An isolated ion of composition C6H8N and charge +1. Source: the OMol25 dataset; level of theory: wB97M-V/def2-TZVPD.

Values from the calculation:
- SMILES string: C[N+]#CC1=C(C)C1
- Net charge: +1
- HOMO energy: -14.23 eV
- M: 94.137 g/mol

Element x y z (Å)
C -3.080 -0.021 -0.118
N -1.755 -0.291 0.198
C -0.744 -0.813 0.211
C 0.561 -0.996 0.160
C 1.451 -0.003 -0.011
C 1.801 1.420 -0.122
C 1.960 -1.399 0.189
H -3.641 -0.875 0.266
H -3.297 0.330 -1.147
H -3.566 0.899 0.412
H 2.368 1.512 -1.018
H 2.350 1.691 0.776
H 0.761 1.973 -0.241
H 2.375 -1.708 1.089
H 2.458 -1.718 -0.646

Q: Which of them is the least stable? A: P.

--- P ---
An isolated molecule of C24H27FN4O. Source: the OMol25 dataset; level of theory: wB97M-V/def2-TZVPD.

Values from the calculation:
- SMILES string: Fc1cccc(Cc2noc(CN3CCCN(C4Cc5ccccc5C4)CC3)n2)c1
- HOMO energy: -7.96 eV
- M: 406.505 g/mol

Element x y z (Å)
F 8.354 -2.877 1.542
C 7.099 -3.137 1.117
C 6.916 -3.683 -0.139
C 5.622 -3.942 -0.560
C 4.547 -3.664 0.266
C 4.749 -3.121 1.529
C 3.566 -2.799 2.409
C 2.865 -1.619 1.845
N 2.951 -0.417 2.339
O 2.199 0.363 1.513
C 1.710 -0.443 0.563
C 0.740 0.084 -0.438
N -0.632 -0.119 -0.007
C -1.027 -1.516 0.063
C -2.521 -1.693 -0.209
C -3.432 -0.845 0.696
N -3.421 0.575 0.460
C -3.886 1.026 -0.835
C -2.779 1.265 -1.896
C -2.627 2.752 -1.959
C -1.629 3.488 -2.569
C -1.676 4.872 -2.494
C -2.704 5.507 -1.817
C -3.705 4.768 -1.202
C -3.659 3.390 -1.276
C -4.608 2.390 -0.693
C -2.352 1.329 1.075
C -0.986 0.619 1.195
N 2.087 -1.676 0.725
C 6.039 -2.847 1.957
H 7.769 -3.894 -0.764
H 5.454 -4.364 -1.539
H 3.540 -3.856 -0.069
H 3.889 -2.564 3.422
H 2.874 -3.643 2.421
H 0.909 1.155 -0.576
H 0.890 -0.435 -1.387
H -0.783 -1.950 1.047
H -0.464 -2.073 -0.688
H -2.767 -2.746 -0.063
H -2.728 -1.440 -1.249
H -3.170 -1.013 1.744
H -4.462 -1.193 0.556
H -4.592 0.267 -1.181
H -3.086 0.875 -2.870
H -1.849 0.775 -1.605
H -0.825 2.993 -3.094
H -0.902 5.461 -2.965
H -2.726 6.586 -1.766
H -4.504 5.264 -0.670
H -5.546 2.391 -1.253
H -4.841 2.596 0.352
H -2.221 2.253 0.513
H -2.654 1.601 2.098
H -0.998 -0.052 2.067
H -0.237 1.390 1.392
H 6.228 -2.415 2.927

--- Q ---
An isolated molecule of C24H27FN4O. Source: the OMol25 dataset; level of theory: wB97M-V/def2-TZVPD.

Values from the calculation:
- SMILES string: O=C(Nc1ccnn1C1CCN(CCCc2ccccc2)CC1)c1cccc(F)c1
- HOMO energy: -7.77 eV
- M: 406.505 g/mol

Element x y z (Å)
O 1.417 -0.485 -2.138
C 2.034 0.527 -1.885
N 1.437 1.738 -1.690
C 0.070 1.975 -1.882
C -0.546 2.815 -2.789
C -1.909 2.665 -2.520
N -2.103 1.812 -1.534
N -0.905 1.397 -1.140
C -0.724 0.469 -0.044
C -1.485 0.911 1.208
C -2.986 0.659 1.093
N -3.245 -0.738 0.797
C -4.654 -1.067 0.886
C -5.114 -1.277 2.330
C -4.456 -2.496 2.985
C -2.972 -2.340 3.145
C -2.456 -1.403 4.032
C -1.090 -1.254 4.190
C -0.216 -2.051 3.470
C -0.719 -2.998 2.596
C -2.086 -3.141 2.438
C -2.668 -1.072 -0.494
C -1.152 -0.950 -0.422
C 3.519 0.535 -1.710
C 4.110 -0.608 -1.179
C 5.480 -0.676 -1.005
C 6.284 0.391 -1.372
C 5.684 1.511 -1.918
F 6.457 2.551 -2.294
C 4.316 1.608 -2.093
H 2.021 2.554 -1.578
H -0.079 3.431 -3.530
H -2.743 3.136 -3.000
H 0.350 0.471 0.174
H -1.309 1.972 1.399
H -1.100 0.333 2.049
H -3.451 0.909 2.049
H -3.409 1.314 0.314
H -5.282 -0.289 0.416
H -4.819 -1.998 0.337
H -6.197 -1.420 2.325
H -4.901 -0.387 2.922
H -4.669 -3.382 2.383
H -4.908 -2.642 3.971
H -3.130 -0.785 4.608
H -0.705 -0.517 4.882
H 0.852 -1.936 3.594
H -0.043 -3.631 2.039
H -2.469 -3.882 1.751
H -2.927 -2.106 -0.733
H -3.058 -0.419 -1.292
H -0.783 -1.624 0.351
H -0.699 -1.225 -1.375
H 3.474 -1.438 -0.911
H 5.929 -1.563 -0.586
H 7.355 0.362 -1.251
H 3.912 2.496 -2.554

Q: Which of them is the least stable? A: P.